Entry 1:
C30H28AsN7O4S2Ti | the ωB97M-V functional and the def2-TZVPD basis

```
73
C30H28AsN7O4S2Ti (the ωB97M-V functional and the def2-TZVPD basis)
Ti 0.36 -0.49 -0.50
O 1.61 0.06 -1.60
C 1.51 0.90 -2.65
C 2.64 1.61 -3.05
C 2.59 2.50 -4.11
C 1.39 2.69 -4.79
C 0.27 1.97 -4.42
C 0.29 1.06 -3.36
C -0.85 0.21 -3.11
N -0.84 -0.60 -2.10
N -1.64 -1.63 -1.89
C -1.06 -2.32 -0.73
O 0.32 -2.27 -0.78
C -1.54 -3.73 -0.49
C -0.92 -4.46 0.52
C -1.32 -5.76 0.79
C -2.33 -6.33 0.03
C -2.93 -5.61 -0.99
C -2.53 -4.31 -1.26
H 3.57 1.44 -2.53
H 3.48 3.04 -4.40
H 1.35 3.37 -5.63
H -0.65 2.10 -4.97
H -1.64 0.14 -3.85
H -0.13 -3.98 1.09
H -0.84 -6.32 1.57
H -2.65 -7.35 0.24
H -3.72 -6.07 -1.59
H -2.98 -3.73 -2.06
N -2.52 1.95 3.86
C -1.93 1.63 5.09
C -2.30 2.32 6.24
C -1.74 1.99 7.47
C -0.79 0.99 7.55
C -0.39 0.33 6.40
C -0.96 0.63 5.17
S -0.45 -0.26 3.71
N -1.11 0.66 2.47
C -2.01 1.55 2.65
C -2.54 2.29 1.47
C -2.64 3.67 1.50
C -3.05 4.34 0.36
C -3.35 3.59 -0.77
C -3.24 2.21 -0.70
N -2.84 1.57 0.39
H -3.22 2.67 3.86
H -3.04 3.10 6.16
H -2.05 2.53 8.35
H -0.35 0.73 8.50
H 0.37 -0.45 6.44
H -2.37 4.22 2.39
H -3.11 5.42 0.35
H -3.65 4.08 -1.69
H -3.47 1.58 -1.56
N 0.96 2.07 0.50
C 0.10 1.60 -0.13
C 3.68 0.92 0.53
As 2.29 0.42 1.77
C 3.32 -0.86 2.84
C 2.01 1.82 3.11
O 1.11 -0.63 1.21
H 4.63 0.91 1.06
H 3.50 1.90 0.09
H 3.69 0.16 -0.25
H 4.21 -0.42 3.28
H 3.61 -1.66 2.16
H 2.68 -1.28 3.61
H 2.12 1.40 4.11
H 1.04 2.29 2.98
H 2.80 2.55 2.91
O -3.58 -2.49 1.10
S -2.73 -1.32 1.16
N -1.45 -1.36 0.33
```

The largest force on an atom comes out at 0.0588 hartree/bohr. The value obtained for the frontier orbital gap is 0.2369 hartree. Its relative energy (zero: lowest compared OMol25 entry of this formula, charge and spin) is 89.0 kcal per mole. For the total energy, the calculation gives -155808.2986 eV.

---

Entry 2:
C25H41BrN2P2Pd | the ωB97M-V functional and the def2-TZVPD basis

```
72
C25H41BrN2P2Pd (the ωB97M-V functional and the def2-TZVPD basis)
C -1.47 -4.16 -2.69
C -0.16 -3.72 -2.33
C 0.90 -3.53 -3.27
C 0.50 -3.58 -4.61
N -0.74 -3.94 -4.94
C -1.70 -4.27 -4.07
C 0.00 -3.39 -1.03
C -0.06 -3.19 0.19
C 0.67 -2.84 1.36
C 0.44 -1.55 1.92
C 1.42 -1.07 2.82
C 2.40 -2.01 3.19
C 2.39 -3.41 2.92
C 1.58 -3.78 1.84
Pd 0.32 1.09 0.85
P -0.76 0.85 -1.29
H 1.89 -3.26 -2.87
H -2.22 -4.30 -1.88
H 1.19 -3.30 -5.39
H -2.69 -4.58 -4.40
H 1.74 -4.76 1.36
H -0.51 -1.02 1.64
H 2.99 -4.14 3.49
H 1.46 0.01 3.06
C -1.37 2.55 -1.70
C -1.59 2.97 -3.15
H -0.66 3.23 -1.20
H -2.33 2.59 -1.14
H -1.84 4.04 -3.12
H -0.71 2.84 -3.79
H -2.43 2.45 -3.63
C 0.25 0.38 -2.74
C -0.55 0.08 -4.00
H 0.89 -0.48 -2.46
H 0.92 1.25 -2.87
H 0.16 -0.12 -4.81
H -1.21 -0.78 -3.87
H -1.16 0.94 -4.28
C -2.23 -0.26 -1.50
C -3.25 0.23 -2.51
H -2.70 -0.41 -0.51
H -1.78 -1.24 -1.78
H -4.10 -0.47 -2.49
H -3.59 1.26 -2.30
H -2.84 0.26 -3.52
Br 3.90 -1.06 4.14
P 2.54 1.52 0.33
C 2.64 2.48 -1.22
C 3.65 3.63 -1.15
H 1.62 2.88 -1.43
H 2.91 1.79 -2.05
H 3.66 4.17 -2.11
H 3.40 4.34 -0.35
H 4.66 3.26 -0.95
C 2.90 2.59 1.79
C 4.38 2.79 2.16
H 2.36 2.09 2.63
H 2.41 3.56 1.59
H 4.41 3.40 3.08
H 4.91 1.85 2.34
H 4.93 3.34 1.38
C 3.73 0.12 0.27
C 5.12 0.40 -0.33
H 3.21 -0.66 -0.32
H 3.83 -0.25 1.31
H 5.71 -0.53 -0.26
H 5.08 0.70 -1.39
H 5.66 1.19 0.20
N -1.82 1.30 1.64
H -2.05 1.37 2.66
H -2.48 0.70 1.16
H -1.98 2.25 1.31
```

The largest force on an atom comes out at 0.0979 hartree/bohr. The value obtained for the frontier orbital gap is 0.1883 hartree. Its relative energy (zero: lowest compared OMol25 entry of this formula, charge and spin) is 9.7 kcal per mole. For the total energy, the calculation gives -121666.7164 eV.

---

Entry 3:
C30H30N11OS2Zn | the ωB97M-V functional and the def2-TZVPD basis

```
75
C30H30N11OS2Zn (the ωB97M-V functional and the def2-TZVPD basis)
Zn -0.62 1.11 1.74
N 1.28 4.00 4.39
C 1.47 2.81 3.81
N 0.31 2.37 3.36
C -0.56 3.38 3.69
N -0.01 4.38 4.33
C -1.99 3.26 3.39
C -2.90 4.28 3.63
N -4.20 4.10 3.41
C -4.57 2.90 2.96
C -3.66 1.90 2.67
N -2.36 2.09 2.87
H 1.95 4.59 4.84
H 2.42 2.31 3.75
H -2.57 5.24 4.00
H -5.64 2.74 2.82
H -3.96 0.96 2.24
S -2.21 0.25 0.17
C -1.88 -1.38 0.76
N -2.85 -2.28 0.74
N -2.71 -3.55 1.02
C -1.56 -4.41 0.96
C -0.63 -4.29 -0.06
C 0.42 -5.19 -0.14
C 0.54 -6.22 0.80
C -0.41 -6.34 1.80
C -1.46 -5.44 1.88
N -0.66 -1.76 1.27
N 0.13 -0.86 1.65
C 1.39 -1.33 2.11
C 2.28 -0.38 2.61
C 3.53 -0.76 3.07
C 3.90 -2.09 3.04
C 3.03 -3.05 2.52
C 1.78 -2.68 2.06
H -3.59 -4.00 1.18
H -0.73 -3.50 -0.80
H 1.14 -5.11 -0.94
H 1.35 -6.93 0.73
H -0.33 -7.14 2.53
H -2.21 -5.53 2.67
H 1.97 0.66 2.60
H 4.21 -0.02 3.46
H 4.88 -2.39 3.40
H 3.32 -4.09 2.48
H 1.09 -3.41 1.66
C -1.09 -1.37 -3.11
C -0.02 -0.42 -3.66
C 1.03 -0.04 -2.62
N 0.52 0.89 -1.60
C 1.08 1.98 -1.14
S 0.66 2.72 0.35
N 2.11 2.58 -1.83
C 2.35 2.77 -3.22
O 3.48 2.98 -3.57
C 1.19 2.78 -4.16
C 1.46 2.43 -5.49
C 0.43 2.43 -6.42
C -0.85 2.80 -6.03
C -1.11 3.18 -4.72
C -0.08 3.17 -3.79
H -1.81 -1.62 -3.89
H -1.64 -0.94 -2.27
H -0.63 -2.31 -2.79
H -0.49 0.49 -4.04
H 0.50 -0.89 -4.49
H 1.91 0.38 -3.09
H 1.35 -0.95 -2.09
H -0.30 0.58 -1.07
H 2.77 3.08 -1.25
H 2.47 2.16 -5.77
H 0.63 2.14 -7.44
H -1.66 2.80 -6.76
H -2.10 3.50 -4.43
H -0.29 3.50 -2.77
```

The largest force on an atom comes out at 0.0226 hartree/bohr. The value obtained for the frontier orbital gap (spin up / spin down) is 0.2307 / 0.2312 hartree. The charge is +1. Its relative energy (zero: lowest compared OMol25 entry of this formula, charge and spin) is 26.7 kcal per mole. For the total energy, the calculation gives -120119.5053 eV.

---

Entry 4:
C15H28ClIO4S | the ωB97M-V functional and the def2-TZVPD basis

```
50
C15H28ClIO4S (the ωB97M-V functional and the def2-TZVPD basis)
C 5.04 0.86 2.37
O 4.95 0.46 1.02
C 4.12 1.31 0.27
C 4.15 0.88 -1.20
C 2.86 0.22 -1.68
C 2.52 -1.06 -0.93
C 1.30 -1.78 -1.51
C 0.74 -2.88 -0.62
C 0.05 -2.36 0.65
C -1.26 -1.65 0.37
C -1.59 -0.53 1.33
C -2.87 0.25 0.99
C -2.53 1.45 0.09
C -3.71 2.31 -0.35
C -3.26 3.75 -0.55
Cl -4.57 4.76 -1.23
C -4.03 -0.58 0.34
I -5.81 -0.51 1.52
S -3.68 -2.28 -0.21
O -3.44 -2.15 -1.61
O -4.63 -3.21 0.30
O -2.33 -2.63 0.52
H 5.47 1.87 2.45
H 5.70 0.16 2.88
H 4.06 0.86 2.86
H 3.09 1.26 0.66
H 4.45 2.35 0.38
H 4.38 1.74 -1.83
H 4.98 0.18 -1.31
H 2.96 -0.02 -2.75
H 2.03 0.93 -1.60
H 3.38 -1.74 -0.96
H 2.36 -0.84 0.13
H 0.52 -1.04 -1.74
H 1.58 -2.22 -2.48
H 1.55 -3.56 -0.33
H 0.01 -3.48 -1.18
H -0.17 -3.20 1.32
H 0.71 -1.69 1.20
H -1.29 -1.30 -0.67
H -0.75 0.18 1.33
H -1.65 -0.96 2.33
H -3.25 0.64 1.94
H -1.82 2.07 0.65
H -1.98 1.08 -0.79
H -4.51 2.29 0.39
H -4.13 1.95 -1.29
H -2.97 4.21 0.39
H -2.43 3.81 -1.25
H -4.31 -0.13 -0.60
```

The largest force on an atom comes out at 0.0040 hartree/bohr. The value obtained for the frontier orbital gap is 0.3631 hartree. For the total energy, the calculation gives -55657.0515 eV.